Formula: C30H39N6SeSiTi
Source: the Open Molecules 2025 dataset
Level of theory: the ωB97M-V functional and the def2-TZVPD basis

```
78
C30H39N6SeSiTi | the Open Molecules 2025 dataset | the ωB97M-V functional and the def2-TZVPD basis
Ti 7.26 -15.79 -0.46
C 9.50 -17.18 -2.01
C 10.31 -16.00 -1.54
N 9.43 -14.92 -0.96
C 9.36 -13.65 -1.79
C 7.93 -13.14 -1.89
N 6.94 -14.23 -2.05
C 6.80 -14.97 -3.34
C 7.96 -15.98 -3.51
N 8.09 -16.78 -2.24
H 9.67 -18.06 -1.30
H 9.96 -17.55 -2.96
H 10.86 -15.62 -2.47
H 11.07 -16.28 -0.75
H 9.77 -14.73 -0.02
H 9.78 -13.85 -2.78
H 9.97 -12.86 -1.32
H 7.85 -12.38 -2.70
H 7.74 -12.63 -0.93
H 6.03 -13.89 -1.71
H 6.74 -14.23 -4.17
H 5.84 -15.51 -3.31
H 8.89 -15.57 -3.85
H 7.66 -16.63 -4.34
H 7.50 -17.59 -2.39
C 4.28 -12.84 0.23
Si 5.87 -12.82 1.38
C 6.48 -11.02 1.29
C 5.26 -13.35 3.03
C 7.17 -14.10 0.86
H 3.42 -12.46 0.82
H 4.06 -13.86 0.01
H 4.39 -12.24 -0.72
H 6.13 -10.44 2.14
H 6.16 -10.54 0.33
H 7.60 -11.02 1.30
H 4.57 -12.62 3.46
H 6.11 -13.46 3.71
H 4.68 -14.28 2.92
H 7.57 -14.66 1.75
H 7.98 -13.42 0.50
Se 4.66 -19.41 -3.35
N 3.75 -19.57 -1.77
C 3.79 -18.46 -1.10
C 2.97 -18.13 0.02
C 3.24 -16.93 0.66
C 4.44 -16.26 0.40
N 5.27 -16.53 -0.65
C 4.89 -17.56 -1.51
N 5.52 -17.91 -2.63
H 2.17 -18.78 0.34
H 2.51 -16.53 1.34
H 4.82 -15.51 1.10
C 7.96 -17.13 0.77
C 8.42 -18.01 1.57
C 8.98 -19.07 2.28
C 10.32 -19.41 1.83
C 10.73 -20.76 1.75
C 12.00 -21.08 1.29
C 12.91 -20.04 0.93
C 12.50 -18.69 1.03
C 11.24 -18.39 1.52
C 8.27 -19.71 3.36
C 8.88 -20.63 4.25
C 8.16 -21.22 5.28
C 6.81 -20.79 5.56
C 6.22 -19.88 4.71
C 6.92 -19.37 3.57
H 10.03 -21.53 1.96
H 12.33 -22.12 1.24
H 13.92 -20.26 0.61
H 13.18 -17.89 0.81
H 10.87 -17.38 1.69
H 9.91 -20.93 4.04
H 8.52 -22.09 5.81
H 6.26 -21.27 6.38
H 5.25 -19.46 4.98
H 6.40 -18.80 2.79
```

total charge = -1
⟨S²⟩ = 2.04
HOMO level (spin up / spin down) = -2.38 / -2.41 eV
energy relative to the best compared isomer or geometry (same formula, charge and spin) = 0.0000 eV
spin multiplicity = 3
max |F| = 4.348 eV/Å

Atomic partial charges in e from the Mulliken method, atoms 1 to 4: atom 1 (Ti): 0.06, atom 2 (C): -0.63, atom 3 (C): -0.55, atom 4 (N): -0.34


Formula: C30H39N6SeSiTi
Source: the Open Molecules 2025 dataset
Level of theory: the ωB97M-V functional and the def2-TZVPD basis

```
78
C30H39N6SeSiTi | the Open Molecules 2025 dataset | the ωB97M-V functional and the def2-TZVPD basis
Ti 10.93 8.94 12.22
C 12.70 5.74 12.40
C 11.35 5.71 11.65
N 10.41 6.85 12.00
C 9.77 6.71 13.33
C 10.77 6.93 14.46
N 11.46 8.26 14.23
C 12.89 8.30 14.63
C 13.88 7.52 13.71
N 13.28 7.04 12.49
H 13.36 4.99 11.89
H 12.56 5.27 13.39
H 10.89 4.71 11.91
H 11.52 5.63 10.57
H 9.70 6.86 11.26
H 9.30 5.70 13.47
H 8.95 7.48 13.39
H 11.50 6.13 14.53
H 10.22 6.92 15.40
H 11.07 8.96 14.87
H 12.98 7.92 15.66
H 13.20 9.34 14.66
H 14.33 6.71 14.34
H 14.66 8.28 13.48
H 13.71 7.41 11.63
C 6.51 8.04 10.65
Si 7.94 8.77 9.65
C 8.35 7.66 8.17
C 7.32 10.42 8.89
C 9.43 9.30 10.75
H 5.58 7.77 10.02
H 6.25 8.82 11.36
H 6.72 7.12 11.25
H 7.43 7.25 7.68
H 9.04 6.82 8.38
H 8.87 8.26 7.40
H 6.60 10.29 8.04
H 8.22 10.93 8.45
H 6.90 11.13 9.62
H 8.98 10.21 11.20
H 10.16 9.63 10.00
Se 7.33 10.06 14.74
N 7.97 11.65 15.48
C 9.19 11.88 15.03
C 10.05 12.97 15.31
C 11.18 13.06 14.54
C 11.57 12.05 13.64
N 10.89 10.90 13.45
C 9.71 10.81 14.12
N 8.93 9.75 13.94
H 9.75 13.72 16.08
H 11.90 13.88 14.69
H 12.53 12.11 13.11
C 12.49 9.34 11.16
C 13.14 9.14 10.09
C 13.91 8.85 9.00
C 13.51 7.66 8.27
C 14.43 6.80 7.73
C 14.05 5.67 7.00
C 12.70 5.44 6.77
C 11.74 6.21 7.50
C 12.14 7.35 8.15
C 14.98 9.72 8.65
C 15.26 10.80 9.48
C 16.31 11.65 9.25
C 17.15 11.39 8.15
C 16.90 10.31 7.31
C 15.80 9.50 7.52
H 15.51 6.98 7.87
H 14.83 5.04 6.58
H 12.35 4.60 6.16
H 10.69 5.88 7.52
H 11.39 8.09 8.49
H 14.66 10.85 10.39
H 16.52 12.54 9.82
H 17.95 12.09 7.90
H 17.58 10.10 6.48
H 15.54 8.74 6.76
```

total charge = -1
⟨S²⟩ = 2.04
HOMO level (spin up / spin down) = -2.53 / -2.54 eV
energy relative to the best compared isomer or geometry (same formula, charge and spin) = 0.0804 eV
spin multiplicity = 3
max |F| = 3.403 eV/Å

Atomic partial charges in e from the Mulliken method, atoms 1 to 4: atom 1 (Ti): -0.44, atom 2 (C): -1.07, atom 3 (C): -0.57, atom 4 (N): 0.11


Formula: C30H39N7OPbS
Source: the Open Molecules 2025 dataset
Level of theory: the ωB97M-V functional and the def2-TZVPD basis

```
79
C30H39N7OPbS | the Open Molecules 2025 dataset | the ωB97M-V functional and the def2-TZVPD basis
Pb 3.34 -0.71 1.28
C -8.46 1.34 -4.55
C -6.99 1.34 -4.28
N -6.40 0.06 -4.39
C -5.01 0.14 -4.44
C -4.41 0.63 -3.12
C -3.12 0.21 -2.80
C -2.56 0.59 -1.54
C -3.38 1.27 -0.64
C -4.66 1.69 -1.14
C -5.77 2.16 -0.14
N -7.01 1.45 -0.44
C -8.11 1.96 -1.19
C -8.78 0.93 -2.10
N -9.30 1.24 -3.39
N -5.08 1.58 -2.44
H -8.75 0.52 -5.27
H -8.86 2.26 -5.07
H -6.79 1.92 -3.32
H -6.48 2.00 -4.98
H -6.80 -0.72 -3.96
H -4.68 0.89 -5.20
H -4.50 -0.77 -4.81
H -2.69 -0.58 -3.43
H -1.60 0.11 -1.23
H -3.31 1.32 0.45
H -6.07 3.21 -0.04
H -5.29 1.83 0.84
H -7.20 0.53 -0.23
H -7.80 2.78 -1.86
H -8.95 2.23 -0.53
H -9.67 0.45 -1.51
H -8.23 -0.05 -2.15
H -10.23 1.21 -3.55
C 7.94 -6.02 -0.25
C 7.32 -4.92 0.62
N 6.72 -3.83 -0.13
C 7.26 -3.27 -1.35
C 8.70 -2.77 -1.16
C 5.57 -3.28 0.37
S 4.80 -1.86 -0.45
N 4.84 -3.92 1.19
C 3.92 -3.73 2.08
O 3.84 -2.64 2.76
C 3.02 -4.86 2.43
C 2.23 -4.78 3.54
C 1.47 -5.85 3.91
C 1.43 -7.00 3.20
C 2.38 -7.16 2.23
C 3.14 -6.09 1.73
H 8.43 -5.50 -1.10
H 7.26 -6.81 -0.62
H 8.69 -6.52 0.42
H 8.02 -4.52 1.36
H 6.49 -5.27 1.22
H 6.72 -2.38 -1.60
H 7.29 -3.98 -2.14
H 9.07 -2.59 -2.14
H 9.36 -3.55 -0.82
H 8.90 -1.96 -0.45
H 2.28 -3.94 4.20
H 0.79 -5.78 4.74
H 0.60 -7.67 3.30
H 2.54 -8.12 1.78
H 3.81 -6.26 0.92
N 6.16 8.52 4.57
C 5.02 8.55 4.47
C 3.57 8.48 4.31
C 2.66 9.58 4.14
C 1.43 9.35 3.60
C 1.04 8.07 3.19
C 1.88 6.99 3.42
C 3.10 7.22 3.99
H 3.02 10.52 4.41
H 0.73 10.14 3.34
H 0.18 7.97 2.54
H 1.71 6.02 2.96
H 3.83 6.46 4.12
H 4.40 3.91 2.34
```

total charge = +2
HOMO level (spin up / spin down) = -12.14 / -12.14 eV
energy relative to the best compared isomer or geometry (same formula, charge and spin) = 3.3731 eV
max |F| = 5.028 eV/Å

Atomic partial charges in e from the Mulliken method, atoms 1 to 4: atom 1 (Pb): 0.94, atom 2 (C): -0.80, atom 3 (C): -0.16, atom 4 (N): -0.20